C74H187N13O24 | wB97M-V/def2-TZVPD

Last column: Löwdin charge in e.
Cartesian coordinates (Å):
C 12.772 0.853 -7.082  -0.225
H 16.133 2.943 -3.404  0.087
H -16.358 8.278 3.052  0.081
H 8.854 -9.151 -3.751  0.085
H -1.256 3.541 10.089  0.119
C 10.502 5.159 -2.846  -0.220
H 0.488 -1.456 13.360  0.112
H 2.059 3.040 -5.571  0.087
H -3.689 -6.574 -7.273  0.088
H -3.882 -3.084 -8.383  0.116
H 1.843 3.685 11.852  0.082
H -13.637 13.549 3.031  0.083
C 12.456 -7.433 -2.422  -0.172
C -14.171 -2.066 2.675  -0.233
N -5.298 -4.462 2.564  0.029
C -13.054 4.421 -0.391  -0.194
H -12.974 -1.157 5.022  0.108
H 14.379 -6.870 -2.803  0.102
H -10.565 8.201 3.931  0.114
H -4.871 -5.299 -7.560  0.078
C 3.124 -9.359 -6.299  -0.214
H 16.008 -0.454 -8.979  0.087
H -12.817 0.749 6.585  0.086
C -9.810 8.158 3.147  -0.175
H -4.786 -8.499 0.796  0.087
H 4.883 -9.341 -8.383  0.124
H 8.541 -11.865 -8.078  0.081
C 8.080 -12.129 -7.126  -0.102
O -11.184 3.804 -1.879  -0.194
N 4.059 -10.317 -6.800  -0.063
H -2.800 -3.106 -7.041  0.112
H -9.699 3.254 -3.039  0.090
H -9.855 5.046 -2.870  0.084
H -2.184 -0.962 -9.513  0.059
H -12.562 14.261 1.754  0.087
H 8.919 -3.282 -6.211  0.086
H -0.282 -3.076 -7.343  0.090
C -12.214 1.271 5.842  -0.102
H -4.489 -7.771 -0.783  0.086
C 9.359 4.186 -3.047  -0.239
N -2.258 0.253 -0.371  -0.064
H 0.182 4.149 12.187  0.081
H 13.015 6.338 -3.081  0.120
H -4.445 1.662 3.081  0.084
O 3.051 -10.797 -4.381  -0.196
H 10.025 0.775 -6.996  0.124
O -0.152 -1.918 0.231  -0.192
H 14.877 -8.968 -2.375  0.121
H -6.021 0.998 2.712  0.086
C 10.533 -0.189 -7.036  -0.216
C 3.871 0.153 11.488  -0.191
H -0.674 5.092 -3.350  0.117
O 8.185 4.561 -2.373  -0.183
O 14.289 3.326 -2.303  -0.184
H 11.845 3.754 -2.515  0.097
C -12.069 -1.031 3.022  -0.178
H -13.775 -0.087 2.518  0.102
H -17.144 -0.376 0.617  0.080
H 8.702 -12.286 -6.245  0.089
C -11.206 10.660 0.609  -0.215
H 11.389 -8.786 -3.806  0.120
H 16.017 2.516 -1.720  0.081
C 6.132 -10.831 -7.841  -0.238
C -4.158 -7.790 0.256  -0.124
C 14.200 4.576 -2.936  -0.256
H 8.032 -8.404 -2.389  0.086
H -12.486 2.327 5.826  0.087
H -3.131 -8.149 0.195  0.082
H 2.373 3.122 -3.754  0.077
C -1.000 -1.263 11.917  -0.204
H -8.233 9.223 5.282  0.086
H 1.814 -0.675 6.025  0.084
H 15.215 -11.620 -3.550  0.080
H -5.604 -4.928 1.722  0.061
O 5.046 0.609 12.177  -0.185
H -3.511 -1.225 11.147  0.085
C 2.617 8.128 -0.782  -0.113
C -15.438 -2.231 1.838  -0.208
C -4.463 1.109 0.546  -0.248
H -12.013 5.767 -1.683  0.112
H -2.898 -6.876 2.320  0.118
H 5.387 -1.121 13.205  0.072
H 3.125 -11.762 -2.564  0.085
N 11.867 -0.107 -7.738  -0.027
C -15.435 8.411 2.487  -0.114
C 0.252 -0.701 12.610  -0.178
H 0.606 1.332 4.934  0.118
H 5.571 -11.697 -8.190  0.130
H -15.877 -3.222 1.958  0.113
H 2.189 9.116 -0.608  0.084
C 0.416 5.073 -3.359  -0.190
H 3.049 -1.391 12.817  0.102
H 15.528 -11.619 -5.310  0.081
H 9.586 3.164 -2.744  0.119
H 4.115 -0.661 10.804  0.110
H 8.934 4.140 -0.477  0.076
H 0.082 0.233 13.146  0.120
H -10.535 12.105 2.087  0.114
H 1.647 -11.931 -3.370  0.086
H -15.459 4.308 0.808  0.127
H 1.502 -10.722 -5.824  0.122
H 2.045 -10.397 -2.529  0.086
H 10.364 6.049 -3.461  0.126
H 15.185 1.531 -2.822  0.083
C 0.496 5.803 -1.116  -0.203
H 13.913 0.777 -8.820  0.119
H -15.785 8.825 1.542  0.087
H 6.517 -1.006 11.911  0.079
H 0.816 -3.502 -0.673  0.084
C 8.651 -2.277 -5.887  -0.094
O -16.325 -1.173 2.278  -0.210
C 2.226 -10.112 -5.285  -0.231
H 9.172 4.147 -4.120  0.123
H -11.862 9.542 2.180  0.106
C -9.847 9.400 2.219  -0.199
H 1.690 -9.332 -4.745  0.115
C -12.290 4.715 -1.747  -0.193
O 10.057 -7.953 -2.498  -0.212
H -1.786 -3.109 -9.937  0.125
H 12.226 -1.036 -7.573  0.101
O -2.862 -4.833 -8.092  -0.202
O 2.441 4.824 -4.771  -0.211
N 1.421 -0.614 11.704  -0.060
H 6.785 -0.126 13.307  0.082
H 0.223 6.812 0.924  0.114
C -14.781 5.063 1.207  -0.225
H -13.647 3.526 -0.579  0.106
O -12.396 0.661 4.579  -0.191
H -1.734 -0.357 -2.309  0.117
H 13.624 -9.640 -3.381  0.108
O 8.400 -1.475 -7.055  -0.167
O -4.217 -6.492 0.787  -0.210
H -13.017 4.598 -2.551  0.116
O 16.313 -10.065 -4.073  -0.197
H 0.200 -0.065 -0.564  0.123
C -3.904 -4.851 2.576  -0.418
H -0.548 5.068 9.268  0.125
C 5.244 -9.763 -7.444  -0.233
C -0.053 -3.276 -0.056  -0.133
O -8.595 7.809 3.860  -0.202
C 8.971 -8.855 -2.708  -0.093
H -3.919 2.033 0.738  0.115
O 7.107 -11.139 -6.809  -0.206
H 7.212 4.516 -0.495  0.090
H 10.362 5.410 -1.795  0.110
C 0.626 1.695 5.961  -0.240
H -0.438 3.467 5.404  0.112
H 3.705 8.167 -0.721  0.088
C -0.471 4.004 9.491  -0.207
C 15.314 -9.079 -4.381  -0.233
H -14.421 -2.046 3.736  0.113
H 16.754 0.483 -7.653  0.082
H 3.451 0.923 10.842  0.112
H 3.580 -8.615 -5.646  0.115
H 3.720 3.223 -4.919  0.091
C 9.613 -1.145 -7.704  -0.265
H 16.789 -12.143 -4.210  0.084
C 0.489 3.258 5.938  -0.183
C -3.469 -4.631 4.051  -0.070
H 0.218 7.931 -0.410  0.109
H -6.909 8.266 4.749  0.087
O 0.726 3.606 10.154  -0.201
N 0.862 6.195 -2.467  -0.070
H 1.180 5.243 11.353  0.082
H -18.262 -0.491 1.993  0.084
H -0.830 -1.923 11.067  0.121
C 15.443 2.575 -2.644  -0.105
C -0.181 -1.038 -0.875  -0.220
H -13.554 6.375 0.183  0.099
H 1.335 -0.326 7.591  0.078
H -4.101 -5.054 4.832  0.075
H 11.332 -9.309 -2.071  0.113
C 14.108 0.824 -7.748  -0.208
H -2.077 0.106 0.612  0.092
H -0.339 -4.455 -8.559  0.081
H -16.192 5.753 2.390  0.123
O -1.807 -0.188 11.467  -0.226
C -4.968 0.741 2.823  -0.089
C 0.648 6.990 -0.064  -0.176
H -3.507 -3.553 4.209  0.066
C -0.312 -3.379 -8.390  -0.073
H -14.894 9.157 3.069  0.083
H 9.141 -9.715 -2.060  0.081
C 0.966 4.177 11.431  -0.111
C -2.949 -0.405 10.700  -0.120
N 0.526 3.822 7.278  -0.053
H -2.595 -0.614 9.691  0.083
N 11.792 4.542 -3.144  -0.047
H 10.619 -0.484 -5.990  0.099
H 9.529 -1.950 -5.331  0.067
H 14.724 1.706 -7.573  0.118
C 5.972 -0.399 12.635  -0.101
H -4.574 -6.908 2.787  0.123
C -12.687 13.477 2.501  -0.087
H 7.489 -13.013 -7.366  0.078
N -14.005 5.486 0.021  -0.065
H -11.191 1.295 6.219  0.083
H -0.115 -3.977 0.777  0.088
H -11.209 -0.981 5.067  0.123
C 12.917 5.350 -2.630  -0.197
C 2.059 0.001 6.845  -0.107
H 0.516 4.599 -5.525  0.110
C 2.700 -0.447 12.400  -0.215
H -10.999 4.182 -3.881  0.082
H -10.352 10.789 -0.056  0.118
H -13.642 -2.993 2.455  0.117
O 1.867 1.337 6.471  -0.184
H -17.787 -1.942 0.962  0.080
H 12.651 -7.554 -1.356  0.107
C -15.480 6.239 1.723  -0.276
C -11.315 12.022 1.329  -0.258
H 1.292 3.768 5.406  0.115
C -0.527 3.279 8.144  -0.226
H 4.347 -10.836 -5.983  0.100
H 5.746 -8.943 -6.930  0.130
H 7.786 -2.273 -5.224  0.090
H 1.159 4.978 -0.859  0.115
H -0.655 -1.147 -9.166  0.049
H 12.996 0.655 -6.034  0.120
H 14.800 -9.364 -5.299  0.114
C -2.898 -3.438 -8.074  -0.195
C -12.118 -0.678 4.547  -0.256
H -3.341 -4.257 1.855  0.131
C -10.384 4.100 -2.985  -0.134
H -12.014 13.581 3.352  0.083
H -2.450 -4.985 4.206  0.067
C 15.961 -11.443 -4.325  -0.086
N -1.577 -1.355 -8.808  0.021
H 0.425 -1.522 -1.640  0.117
H -5.460 1.490 0.323  0.118
C 1.042 5.184 -4.771  -0.188
H 1.342 3.488 7.770  0.098
O -12.564 12.161 1.910  -0.190
H -0.892 -3.611 -0.666  0.076
H -7.476 9.533 3.626  0.083
C 11.330 -8.468 -2.765  -0.235
H -12.379 4.041 0.375  0.110
O 2.030 7.269 0.194  -0.206
C -3.723 0.364 -0.613  -0.194
C -7.780 8.809 4.381  -0.137
H 9.326 -0.732 -8.671  0.127
H -4.158 -0.633 -0.688  0.108
C 8.017 4.046 -1.060  -0.109
H 15.058 5.179 -2.639  0.114
H 2.737 0.255 13.233  0.108
H 12.055 -6.426 -2.540  0.111
H -1.490 3.391 7.646  0.121
H 2.401 7.878 -1.821  0.064
C -3.835 -5.494 -7.281  -0.100
O 14.859 -0.382 -7.375  -0.193
H -4.812 -0.023 3.584  0.086
H -3.813 0.977 -1.510  0.110
C 2.423 -11.192 -3.172  -0.100
H 3.047 -0.153 7.278  0.090
H 16.701 -1.239 -7.540  0.088
H -16.088 6.639 0.912  0.126
H 6.670 -10.473 -8.719  0.118
H -3.849 -5.087 -6.270  0.080
H -15.297 -2.164 0.759  0.117
H -2.134 -1.722 -1.158  0.102
H 10.208 -2.010 -7.998  0.119
H -12.072 10.412 -0.004  0.119
H -0.246 1.287 6.471  0.106
H 14.398 4.470 -4.003  0.117
H -11.723 -2.064 2.983  0.106
H -9.027 9.400 1.502  0.121
O -14.665 7.215 2.362  -0.155
C 16.135 -0.380 -7.899  -0.157
C 14.312 -8.799 -3.291  -0.231
H -5.319 -3.470 2.380  0.072
H 12.401 1.876 -7.159  0.125
N -11.132 9.540 1.482  -0.063
H -14.103 4.643 1.949  0.123
H 12.876 5.510 -1.553  0.117
H 0.724 4.123 -2.923  0.095
H -0.492 2.205 8.323  0.102
H 0.472 -2.938 -9.006  0.079
N 13.693 -7.454 -3.261  -0.051
C -3.852 -6.369 2.175  -0.173
C -1.605 -0.781 -1.313  -0.164
H 1.871 6.156 -2.455  0.085
H 2.560 -8.932 -7.129  0.123
C -1.622 -2.858 -8.889  -0.408
C 2.664 3.437 -4.756  -0.109
H 1.348 0.182 11.087  0.095
H -0.524 5.423 -1.062  0.111
C -17.482 -1.010 1.436  -0.098
O -4.459 0.210 1.603  -0.204
H 15.715 -8.116 -4.698  0.117
H 0.961 6.217 -5.109  0.118
H -9.623 10.263 2.847  0.092
H -1.629 -1.809 12.620  0.113
H -11.327 -0.337 2.627  0.114
H -10.094 7.252 2.611  0.118
N -13.337 -0.958 2.253  -0.037
H -11.250 12.783 0.552  0.118
H 7.873 2.967 -1.007  0.080
H -3.594 0.468 10.597  0.085

Properties
**HOMO-LUMO gap**: 0.3295 hartree
**LUMO**: 0.3822 eV
**ΔE to the lowest compared entry with this formula, charge and spin**: 486.7 kJ/mol

C21H15NO5 | wB97M-V/def2-TZVPD

Last column: Löwdin charge in e.
Cartesian coordinates (Å):
H -1.924 -4.974 -1.005  0.106
H 2.528 2.470 0.532  0.106
H 2.681 -2.058 3.608  0.108
C -0.547 -2.187 0.327  -0.134
C -1.682 -1.369 0.335  -0.078
C 1.650 -0.957 0.079  -0.097
O -2.729 3.784 -0.981  0.121
H -3.755 -1.210 -0.143  0.121
C -1.558 0.013 0.854  -0.420
C 2.077 2.602 -1.560  -0.090
C 1.752 2.578 -0.213  -0.081
C 2.902 -0.608 0.576  0.001
O 0.155 -0.380 -1.545  0.118
C -0.574 2.845 -0.756  -0.155
H -1.026 3.008 -2.836  0.122
O -2.525 0.803 0.386  0.033
C -1.994 3.030 -0.391  -0.314
H -3.570 2.445 0.955  0.140
H 4.236 -0.708 2.240  0.107
O -0.700 0.378 1.625  0.125
N 1.324 -0.521 -1.249  -0.317
C 2.397 -1.750 2.614  -0.053
H 3.562 -0.030 -0.053  0.118
H 1.327 2.757 -3.558  0.110
C -2.980 -3.150 -0.625  -0.063
C -0.650 -3.486 -0.154  -0.009
O 2.249 -0.312 -2.006  0.079
C 1.164 -2.117 2.109  -0.007
C 0.756 -1.713 0.841  -0.115
H -1.923 2.307 1.669  0.127
C -2.891 -1.855 -0.148  0.004
H 0.207 2.676 1.247  0.110
H 0.227 -4.116 -0.165  0.123
C 0.435 2.690 0.193  -0.026
C 3.272 -0.993 1.847  -0.059
C -1.859 -3.964 -0.629  -0.062
H 0.489 -2.714 2.704  0.128
C 1.077 2.750 -2.508  -0.069
C -2.528 2.173 0.766  -0.061
H 3.105 2.498 -1.873  0.108
H -3.921 -3.523 -0.999  0.106
C -0.238 2.886 -2.110  -0.010

Properties
**HOMO-LUMO gap**: 0.3319 hartree
**SMILES string**: O=C(COC(=O)c1ccccc1-c1ccccc1[N+](=O)[O-])c1ccccc1
**LUMO**: -0.3560 eV
**ΔE to the lowest compared entry with this formula, charge and spin**: 253.8 kJ/mol

For reference, HOMO energy by record: -8.585, -9.386 eV.